A 10-piece molecular cluster, C28H76O14S8 overall, computed with wB97M-V/def2-TZVPD.

- Calculated total energy: -5350.833429 hartree
- E_HOMO: -0.313 Eh

Geometry as ORCA input:
```
! RIJCOSX wB97M-V def2-TZVPD def2/J DEFGRID3
* xyz 0 1
C 8.228 10.318 14.912
S 7.439 9.034 13.938
O 6.014 9.013 14.116
C 7.723 9.798 12.267
H 9.196 10.604 14.492
H 8.412 9.878 15.914
H 7.593 11.183 14.951
H 8.636 9.450 11.850
H 7.761 10.889 12.270
H 6.831 9.568 11.673
C 7.096 14.892 16.363
S 7.745 16.566 16.116
O 8.895 16.301 15.208
C 6.417 17.044 14.928
H 6.165 14.917 16.893
H 7.876 14.247 16.829
H 6.889 14.476 15.363
H 6.413 16.150 14.271
H 6.648 17.928 14.343
H 5.473 17.228 15.473
C 12.690 18.862 19.179
S 11.928 17.281 19.034
O 12.351 16.776 17.684
C 10.205 17.919 18.773
H 13.735 18.749 18.928
H 12.595 19.228 20.209
H 12.128 19.536 18.496
H 10.327 18.529 17.876
H 9.938 18.534 19.617
H 9.506 17.099 18.708
C 11.812 14.170 11.865
S 10.181 13.546 11.279
O 9.510 13.176 12.562
C 9.392 15.142 10.861
H 12.332 13.282 12.224
H 11.542 14.914 12.612
H 12.370 14.641 11.036
H 9.858 15.541 9.952
H 9.706 15.738 11.696
H 8.327 14.991 10.632
C 13.370 18.005 14.186
S 12.068 19.176 13.543
O 12.606 19.550 12.237
C 10.904 17.771 13.160
H 12.983 17.339 14.976
H 14.241 18.619 14.413
H 13.581 17.451 13.245
H 11.319 17.254 12.320
H 9.869 17.999 12.972
H 10.993 17.042 13.986
C 9.908 13.095 19.286
S 10.516 14.442 20.330
O 9.405 15.421 20.359
C 10.269 13.433 21.833
H 9.635 13.571 18.335
H 9.050 12.585 19.772
H 10.690 12.306 19.162
H 9.222 13.154 21.785
H 10.608 13.945 22.732
H 10.948 12.575 21.737
C 14.646 13.114 20.528
S 15.776 14.524 20.086
O 17.145 14.017 20.243
C 15.381 14.398 18.389
H 14.643 12.958 21.604
H 14.986 12.252 19.934
H 13.610 13.330 20.301
H 15.550 13.414 17.917
H 15.875 15.256 17.874
H 14.330 14.679 18.231
C 11.765 13.718 15.651
S 13.237 12.973 16.354
O 12.930 12.406 17.721
C 13.320 11.507 15.369
H 11.371 14.194 16.511
H 11.001 13.007 15.198
H 12.032 14.530 14.947
H 12.454 10.928 15.680
H 14.236 10.919 15.582
H 13.329 11.661 14.287
C 8.177 12.877 24.867
O 8.730 11.575 25.031
C 7.791 10.549 24.816
C 7.273 10.466 23.344
O 8.293 10.633 22.338
C 9.256 9.588 22.307
C 9.949 9.499 20.973
O 10.784 10.603 20.750
C 11.789 10.232 19.879
H 8.954 13.634 24.934
H 7.470 13.173 25.650
H 7.709 12.971 23.873
H 6.936 10.720 25.525
H 8.236 9.626 25.009
H 6.493 11.215 23.126
H 6.791 9.475 23.358
H 8.668 8.657 22.548
H 10.002 9.670 23.113
H 9.062 9.507 20.247
H 10.534 8.575 20.855
H 11.367 10.028 18.892
H 12.254 9.235 20.147
H 12.541 11.022 19.782
C 14.570 7.677 9.518
O 14.253 7.861 10.866
C 14.833 9.027 11.390
C 14.715 9.095 12.877
O 13.388 9.333 13.346
C 12.363 8.352 13.201
C 11.509 8.318 14.441
O 12.316 7.944 15.490
C 11.611 8.045 16.716
H 14.120 8.316 8.784
H 14.265 6.626 9.427
H 15.664 7.713 9.424
H 14.252 9.890 11.051
H 15.861 9.164 11.081
H 15.292 10.008 13.144
H 15.226 8.188 13.314
H 12.814 7.334 13.112
H 11.722 8.555 12.340
H 10.639 7.691 14.268
H 11.160 9.338 14.530
H 12.068 7.349 17.458
H 10.600 7.726 16.509
H 11.614 9.103 17.033
*
```

***

C28H77AgN9O13 as an isolated structure, computed with wB97M-V/def2-TZVPD.

- Calculated total energy: -2730.462494 hartree
- Expectation value of S²: 0.76
- E_HOMO (alpha / beta): -0.328 / -0.324 Eh

Geometry as ORCA input:
```
! RIJCOSX wB97M-V def2-TZVPD def2/J DEFGRID3
* xyz 0 2
Ag -2.192 -2.592 -2.289
N -0.778 -0.124 -0.227
O -1.010 -1.195 -0.864
O 0.335 0.439 -0.322
O -1.706 0.368 0.426
N 0.635 -4.346 -2.967
O -0.002 -3.395 -2.439
O 1.381 -5.000 -2.221
O 0.495 -4.669 -4.146
C 7.761 1.462 0.001
C 6.742 0.698 0.857
C 5.328 1.229 0.677
O 4.432 0.406 1.365
C 3.107 0.902 1.349
N 6.816 -0.734 0.443
H 7.840 2.498 0.344
H 7.424 1.534 -1.035
H 8.740 0.998 0.065
H 7.025 0.645 1.912
H 5.001 1.399 -0.358
H 5.360 2.256 1.088
H 2.694 0.980 0.339
H 3.066 1.878 1.837
H 2.463 0.177 1.844
H 6.148 -1.207 1.047
H 6.421 -0.737 -0.497
C 0.877 2.625 -3.243
C 1.774 1.483 -3.663
C 3.217 1.615 -3.185
O 3.976 0.700 -3.957
C 5.378 0.958 -3.804
N 1.158 0.220 -3.177
H 1.037 2.881 -2.186
H -0.186 2.398 -3.254
H 1.168 3.551 -3.744
H 1.798 1.315 -4.745
H 3.219 1.373 -2.117
H 3.562 2.641 -3.357
H 5.594 1.736 -4.541
H 5.971 0.077 -4.047
H 5.612 1.228 -2.774
H 1.766 -0.565 -3.392
H 1.071 0.282 -2.162
C -1.996 0.869 -5.454
C -2.497 -0.135 -4.373
C -3.631 -1.015 -4.873
O -4.141 -1.671 -3.731
C -5.259 -2.483 -4.043
N -1.419 -1.015 -3.924
H -2.027 0.372 -6.427
H -0.995 1.231 -5.248
H -2.738 1.667 -5.498
H -2.928 0.429 -3.542
H -3.270 -1.754 -5.599
H -4.375 -0.389 -5.379
H -5.062 -3.226 -4.823
H -6.114 -1.906 -4.405
H -5.497 -2.990 -3.109
H -0.995 -1.414 -4.765
H -0.659 -0.360 -3.658
C 0.940 3.907 0.629
C -0.561 4.133 0.846
C -0.839 5.650 0.795
O -0.118 6.503 1.634
C -0.254 6.101 2.985
N -1.265 3.525 -0.276
H 1.329 4.478 -0.213
H 1.137 2.850 0.441
H 1.408 4.251 1.555
H -0.859 3.753 1.831
H -1.936 5.751 0.870
H -0.656 5.977 -0.232
H -1.193 5.542 3.069
H -0.310 6.905 3.715
H 0.514 5.383 3.285
H -2.252 3.438 -0.051
H -0.920 2.577 -0.395
C 0.304 -6.811 1.833
C 0.970 -5.777 0.941
C 1.146 -4.463 1.726
O -0.024 -3.704 1.956
C 0.251 -2.290 2.041
N 2.273 -6.255 0.514
H 0.765 -6.907 2.820
H 0.221 -7.795 1.368
H -0.727 -6.532 2.081
H 0.261 -5.508 0.149
H 2.036 -3.941 1.356
H 1.510 -4.753 2.728
H 1.077 -1.945 1.418
H 0.659 -2.174 3.054
H -0.693 -1.772 1.911
H 2.594 -7.032 1.080
H 2.983 -5.548 0.675
C -3.806 -4.711 1.238
C -3.635 -3.786 0.026
C -3.973 -2.339 0.302
O -3.981 -1.642 -0.921
C -4.559 -0.354 -0.847
N -2.277 -3.946 -0.516
H -4.816 -4.788 1.643
H -3.218 -4.304 2.068
H -3.424 -5.708 1.025
H -4.253 -4.230 -0.763
H -3.279 -1.899 1.030
H -4.955 -2.318 0.791
H -5.226 -0.229 -1.707
H -3.835 0.455 -0.937
H -5.216 -0.222 0.013
H -1.495 -3.633 0.067
H -2.139 -4.942 -0.659
C -2.718 4.421 5.436
C -2.827 3.013 5.985
C -1.682 2.151 5.442
O -1.939 1.798 4.102
C -0.827 1.298 3.397
N -2.617 3.144 7.449
H -1.757 4.855 5.715
H -3.528 5.116 5.668
H -2.814 4.457 4.345
H -3.768 2.498 5.791
H -1.536 1.233 6.027
H -0.764 2.735 5.604
H -0.355 0.431 3.869
H -0.048 2.061 3.279
H -1.148 1.048 2.387
H -1.990 3.920 7.596
H -2.277 2.301 7.889
*
```

***

Looking at relative energy (zero: lowest compared OMol25 entry of this formula, charge and spin) for the records above, in order, we have 0.0, 0.0 kcal per mole.